(1)
{
  "formula": "C4H3ClOS2",
  "method": "ωB97M-V/def2-TZVPD",
  "species": ["S", "C", "O", "C", "C", "S", "C", "Cl", "H", "H", "H"],
  "positions_angstrom": [[3.3485, -0.9051, -0.0007], [1.8344, -0.4361, 0.2911], [0.8744, -0.4579, -0.6557], [-0.3907, -0.0284, -0.2832], [-0.6061, 1.3918, -0.0542], [0.5400, 2.5363, -0.0899], [-1.3339, -0.9664, -0.2507], [-2.9948, -0.6715, 0.0747], [1.4671, -0.1101, 1.2586], [-1.6265, 1.6561, 0.1612], [-1.1122, -2.0088, -0.4511]],
  "atomic_forces_ev_per_a": [[-0.5, 0.2, 0.1], [0.4, -0.2, -0.2], [0.0, 0.0, -0.1], [0.2, 0.1, -0.1], [0.6, 0.3, 0.0], [-0.3, -0.4, 0.0], [-0.4, -0.3, 0.0], [0.1, 0.0, 0.0], [0.0, 0.1, 0.2], [-0.4, 0.0, 0.1], [0.1, 0.2, 0.0]],
  "nbo_charge": [0.01, 0.03, -0.48, 0.15, -0.34, 0.12, -0.17, 0.04, 0.18, 0.22, 0.24],
  "e_above_lowest_kcal_mol": 40.51,
  "max_force_ha_per_bohr": 0.0132,
  "orbital_gap_ev": 7.589,
  "homo_energy_ev": -9.123,
  "spin_multiplicity": 1,
  "total_energy_ha": -1485.954777
}



(2)
{
  "formula": "C2I2N2O2",
  "method": "ωB97M-V/def2-TZVPD",
  "species": ["O", "N", "C", "I", "O", "N", "C", "I"],
  "positions_angstrom": [[1.7619, -1.2626, 1.5157], [0.8547, -1.5809, 0.8309], [-0.0584, -1.2079, 0.1429], [-1.9952, -1.8643, -0.2154], [1.7202, 1.2497, -1.1127], [0.5766, 1.3899, -0.8592], [-0.5398, 1.3489, -0.5495], [-2.3200, 1.9272, 0.2472]],
  "atomic_forces_ev_per_a": [[1.9, -1.2, 1.2], [-1.7, 2.9, -0.9], [-1.2, -2.3, -0.2], [1.0, 0.0, 0.0], [1.3, 0.0, -0.6], [-1.0, -0.2, 0.6], [-1.1, 0.8, 0.3], [0.8, 0.0, -0.4]],
  "nbo_charge": [-0.34, 0.14, -0.08, 0.26, -0.38, 0.19, -0.12, 0.32],
  "e_above_lowest_kcal_mol": 54.12,
  "max_force_ha_per_bohr": 0.0665,
  "orbital_gap_ev": [8.105, 8.104],
  "homo_energy_ev": [-9.258, -9.257],
  "spin_multiplicity": 1,
  "total_energy_ha": -931.337379
}



(3)
{
  "formula": "C4H7NO",
  "method": "ωB97M-V/def2-TZVPD",
  "species": ["N", "C", "C", "C", "C", "H", "H", "H", "H", "H", "O", "H", "H"],
  "positions_angstrom": [[0.4551, -2.2608, 1.9678], [0.4796, -1.6029, 1.0135], [0.4221, -0.7267, -0.1358], [-0.8056, 0.4818, 0.1067], [-0.8936, -0.6222, -0.8401], [1.3220, -0.8283, -0.7729], [-1.0161, 1.4981, -0.2586], [-1.0708, 0.3801, 1.1520], [-0.7308, -0.2681, -1.8567], [-1.6295, -1.3914, -0.7148], [1.1587, 1.9452, -0.2454], [1.0869, 2.3942, 0.6017], [1.2532, 1.0122, 0.0034]],
  "atomic_forces_ev_per_a": [[0.1, 0.6, -1.0], [-0.3, -0.2, 0.8], [-0.5, 0.3, 0.1], [0.1, -0.7, 0.2], [-0.6, -0.5, -0.3], [-0.5, 0.8, 0.4], [1.2, -0.7, 0.1], [-0.3, -0.5, -0.1], [-0.3, -0.2, 0.0], [-0.2, -0.5, -0.1], [1.3, 0.7, 0.0], [0.1, 0.2, 0.0], [0.1, 0.6, -0.1]],
  "nbo_charge": [-0.32, 0.26, -0.42, -0.30, -0.42, 0.27, 0.25, 0.22, 0.23, 0.22, -0.95, 0.46, 0.48],
  "e_above_lowest_kcal_mol": 78.44,
  "max_force_ha_per_bohr": 0.0286,
  "orbital_gap_ev": 10.707,
  "homo_energy_ev": -9.949,
  "spin_multiplicity": 1,
  "total_energy_ha": -286.506647
}